(1)
Density functional theory data (the ωB97M-V functional and the def2-TZVPD basis) for an isolated molecule of C18H13N3O2S2.

Results
Highest occupied orbital energy   -7.8 eV
Net charge   0
Total energy   -49111.484 eV
SMILES   c1ccc(-c2csc3nnc(SCc4ccc5c(c4)OCO5)n23)cc1

Geometry (Å):
C 0.6598 -4.4910 -2.2049
C -0.6382 -4.4595 -1.7215
C -1.3743 -3.2916 -1.7836
C -0.8114 -2.1401 -2.3279
C -1.6008 -0.9113 -2.4098
C -2.8666 -0.8048 -2.8690
S -3.4901 0.8262 -2.8922
C -1.9936 1.3721 -2.2359
N -1.4880 2.5037 -1.8396
N -0.2615 2.2314 -1.3687
C -0.0277 0.9458 -1.4732
S 1.4138 0.1365 -0.9507
C 2.1934 1.5196 -0.0195
C 1.6344 1.6187 1.3601
C 2.1163 0.7900 2.3644
C 1.6091 0.8331 3.6596
C 0.6009 1.7331 3.9038
C 0.1050 2.5637 2.8962
C 0.6012 2.5271 1.6175
O -0.8880 3.3537 3.4098
C -1.0010 3.0013 4.7705
O -0.0689 1.9841 5.0715
N -1.1084 0.3279 -2.0434
C 0.4884 -2.1797 -2.8247
C 1.2185 -3.3517 -2.7588
H 1.2335 -5.4041 -2.1523
H -1.0777 -5.3473 -1.2919
H -2.3823 -3.2595 -1.3976
H -3.4811 -1.6028 -3.2337
H 3.2536 1.2713 -0.0132
H 2.0044 2.4158 -0.6053
H 2.9057 0.0897 2.1358
H 1.9875 0.1925 4.4381
H 0.2079 3.1585 0.8383
H -0.7986 3.8836 5.3992
H -2.0211 2.6382 4.9752
H 0.9199 -1.3003 -3.2779
H 2.2261 -3.3740 -3.1448

***

(2)
Density functional theory data (the ωB97M-V functional and the def2-TZVPD basis) for a cluster of 4 separate species, C29H44F5NO11S in total.

Results
Highest occupied orbital energy   -9.1 eV
Net charge   0
Total energy   -79212.863 eV
SMILES   CCNC1=C(C(F)(F)C(F)F)C(=O)C(S(=O)(=O)F)=C(COc2ccccc2)C1=O.COCCOC.COCCOC.COCCOC

Geometry (Å):
C -2.5986 1.4217 4.5102
C -3.3752 2.6643 3.8928
N -2.4840 3.8320 3.6570
C -2.5084 4.3048 2.3130
C -1.6717 3.8875 1.3099
C -0.6152 2.7789 1.5685
F -1.3409 1.6003 1.7813
F 0.2324 3.0467 2.6281
C 0.3044 2.4655 0.3087
F 0.6927 1.1258 0.3524
F 1.3790 3.3120 0.2036
C -1.8753 4.6021 -0.0634
O -0.9835 4.9495 -0.7944
C -3.3469 4.9184 -0.4678
S -3.8082 4.7789 -2.2218
O -4.5614 3.5678 -2.5031
O -4.6203 5.9248 -2.6087
F -2.4996 4.7643 -3.1886
C -4.2029 5.2966 0.5273
C -5.6955 5.6306 0.2125
O -6.3858 4.5954 -0.4837
C -6.4622 3.4159 0.2527
C -6.5506 2.1489 -0.4946
C -6.6748 0.8706 0.1943
C -6.7209 0.8292 1.6597
C -6.6013 2.0651 2.4049
C -6.4779 3.3526 1.7100
C -3.5941 5.3965 1.9768
O -3.9034 6.2471 2.7569
H -1.5045 1.6542 4.6645
H -3.0228 1.0795 5.4838
H -2.6025 0.5581 3.7860
H -4.0011 2.3963 3.0047
H -4.1092 2.9789 4.6946
H -1.5391 3.6922 4.0093
H -0.2917 2.5571 -0.6413
H -6.3048 5.9221 1.1028
H -5.6873 6.5266 -0.4706
H -6.5414 2.1083 -1.6097
H -6.7452 -0.1032 -0.3443
H -6.8412 -0.1366 2.2031
H -6.6307 2.0975 3.5229
H -6.3938 4.2878 2.3064
C 4.1722 2.9890 -3.3454
O 5.2189 2.2132 -2.7802
C 6.3875 2.9808 -2.5158
C 6.4852 3.3585 -1.0463
O 5.4384 4.2434 -0.6655
C 4.3834 3.5793 0.0143
H 3.2479 2.4167 -3.2685
H 4.0401 3.9379 -2.8201
H 4.3826 3.1813 -4.4021
H 6.4185 3.8723 -3.1507
H 7.2466 2.3546 -2.7752
H 7.4283 3.8896 -0.8826
H 6.4894 2.4651 -0.4127
H 4.6836 3.3588 1.0439
H 4.0932 2.6521 -0.4853
H 3.5226 4.2452 0.0378
C 2.2170 -3.5055 2.5381
O 2.4963 -3.8529 1.1900
C 1.4998 -4.6967 0.6249
C 0.5387 -3.9103 -0.2522
O -0.2300 -2.9894 0.5127
C 0.2650 -1.6608 0.4248
H 2.8556 -2.6653 2.8098
H 1.1739 -3.2098 2.6740
H 2.4466 -4.3513 3.1939
H 0.9611 -5.2399 1.4084
H 2.0193 -5.4332 0.0037
H -0.1665 -4.6090 -0.7138
H 1.0754 -3.3957 -1.0565
H -0.0136 -1.2206 -0.5372
H 1.3505 -1.6199 0.5414
H -0.1923 -1.0746 1.2215
C 4.2815 -10.3771 -2.9624
O 4.7914 -9.3473 -2.1278
C 4.8828 -8.0952 -2.7978
C 3.7182 -7.1856 -2.4408
O 2.4831 -7.7081 -2.9223
C 1.7367 -8.3567 -1.9045
H 3.9896 -11.2133 -2.3275
H 3.4074 -10.0464 -3.5284
H 5.0602 -10.7128 -3.6542
H 4.9484 -8.2384 -3.8813
H 5.8118 -7.6222 -2.4655
H 3.8674 -6.2169 -2.9277
H 3.6731 -7.0137 -1.3599
H 1.2645 -7.6108 -1.2566
H 2.3590 -9.0208 -1.3000
H 0.9549 -8.9503 -2.3790

***

(3)
Density functional theory data (the ωB97M-V functional and the def2-TZVPD basis) for a cluster of 5 separate species, C35H53N3O13 in total.

Results
Highest occupied orbital energy   -8.9 eV
Net charge   0
Total energy   -68239.712 eV
SMILES   CC(C)[C@@H](C)COc1cc2nccnc2cc1-c1cccnc1.CCOC(=O)OC.CCOC(=O)OC.CCOC(=O)OC.CCOC(=O)OC

Geometry (Å):
C -0.1310 1.4921 5.4160
C 0.2001 2.6198 4.3600
C 1.7867 2.5242 4.0841
C -0.4925 2.4420 2.9497
C -0.1788 1.0273 2.2628
C -2.0331 2.7788 2.9220
O -2.7415 2.4649 4.1436
C -4.0330 2.0018 3.9231
C -5.1248 2.9472 4.1609
C -6.5698 2.5629 4.0056
N -7.5177 3.5448 4.2773
C -8.7889 3.0806 4.1465
C -9.1157 1.6767 3.7587
N -8.2227 0.6973 3.4525
C -6.9301 1.1914 3.5987
C -5.7972 0.2264 3.3422
C -4.3882 0.6025 3.4976
C -3.3051 -0.4779 3.2187
C -2.7113 -1.2372 4.3327
C -1.6950 -2.1904 3.8540
C -1.4030 -2.2867 2.4337
N -1.9566 -1.6356 1.3565
C -2.8921 -0.7583 1.8545
H -0.8925 1.9345 6.1333
H -0.6186 0.5769 4.9899
H 0.7613 1.2502 6.0700
H 0.0513 3.6708 4.7570
H 2.3305 2.9108 4.9863
H 2.0060 1.4118 4.0492
H 2.0866 3.0114 3.1186
H 0.0033 3.1964 2.2606
H -0.3405 0.1606 2.9511
H -0.8322 0.9874 1.3431
H 0.8840 1.0676 1.8782
H -2.5169 2.3319 1.9987
H -2.1275 3.9024 2.7766
H -4.8568 3.9831 4.4738
H -9.6242 3.7993 4.3476
H -10.2055 1.4003 3.7041
H -6.0448 -0.8331 3.0565
H -2.9577 -1.1418 5.4141
H -1.1481 -2.8381 4.5833
H -0.5864 -3.0153 2.1525
H -3.4239 -0.1567 1.0585
C -7.2151 4.5869 7.2676
C -7.0379 3.2520 7.9623
O -5.8523 3.2311 8.7698
C -5.9256 3.9069 9.9212
O -6.8838 4.5125 10.3312
O -4.7368 3.8178 10.5338
C -4.6447 4.5903 11.7298
H -6.3228 4.8403 6.6913
H -8.0734 4.5606 6.5972
H -7.3683 5.3944 7.9859
H -6.9127 2.4695 7.2108
H -7.9129 2.9872 8.5603
H -5.4481 4.3428 12.4245
H -4.6626 5.6545 11.4880
H -3.6923 4.3569 12.2032
C 2.4405 -4.9821 -2.9493
C 1.9553 -3.7920 -3.7531
O 0.5317 -3.6465 -3.6664
C 0.0704 -3.1532 -2.5098
O 0.7387 -2.8236 -1.5614
O -1.2648 -3.1130 -2.5768
C -1.8930 -2.7045 -1.3582
H 1.9147 -5.8900 -3.2542
H 3.5131 -5.1292 -3.0880
H 2.2501 -4.8478 -1.8834
H 2.1865 -3.9537 -4.8078
H 2.4548 -2.8685 -3.4512
H -1.5047 -1.7495 -1.0125
H -1.7571 -3.4712 -0.5950
H -2.9591 -2.5942 -1.5533
C 4.8012 -5.8351 -10.5195
C 3.5854 -5.8762 -9.6148
O 3.8427 -5.2340 -8.3584
C 3.8716 -3.8973 -8.3884
O 3.6982 -3.2036 -9.3589
O 4.1560 -3.4584 -7.1549
C 4.3255 -2.0435 -7.0719
H 5.6707 -6.2596 -10.0121
H 4.6172 -6.3957 -11.4375
H 5.0612 -4.8111 -10.7922
H 3.3424 -6.9150 -9.3852
H 2.7078 -5.4387 -10.0955
H 3.4589 -1.5152 -7.4710
H 5.2313 -1.7457 -7.6013
H 4.4360 -1.7792 -6.0214
C 11.5411 1.4617 -8.3623
C 10.3462 1.6164 -7.4423
O 9.1249 1.2543 -8.1006
C 8.9255 -0.0581 -8.2664
O 9.6658 -0.9403 -7.9112
O 7.7684 -0.2249 -8.9212
C 7.4874 -1.5824 -9.2603
H 11.3894 2.0263 -9.2852
H 12.4510 1.8161 -7.8748
H 11.6919 0.4198 -8.6486
H 10.2436 2.6653 -7.1588
H 10.4683 1.0439 -6.5202
H 7.5208 -2.2261 -8.3798
H 8.1932 -1.9312 -10.0161
H 6.4829 -1.6225 -9.6799

***

(4)
Density functional theory data (the ωB97M-V functional and the def2-TZVPD basis) for the ion C2H3OS with charge -1.

Results
Highest occupied orbital energy   -2.8 eV
Net charge   -1
Total energy   -15006.237 eV
SMILES   CC([O-])=S

Geometry (Å):
C -0.6557 0.0403 0.1190
C 0.8099 0.0687 -0.4056
O 1.2250 0.7074 -1.3882
S 1.6873 -0.8762 0.6620
H -0.6095 -0.5253 1.1057
H -1.5004 -0.4051 -0.5616
H -0.9566 0.9902 0.4688

***

(5)
Density functional theory data (the ωB97M-V functional and the def2-TZVPD basis) for a structure of composition C8H13BeN4O6.

Results
Highest occupied orbital energy (alpha / beta)   -1.5 / -1.1 eV
Net charge   -1
Total energy   -27150.386 eV

Geometry (Å):
C -1.3783 0.7959 -2.8498
Be 0.2608 -0.1898 -2.0656
N 1.4638 0.6424 -1.1038
N 1.0065 -0.6382 -3.5238
H 1.6325 0.0273 -0.2828
H -0.5429 0.9564 -2.0615
H -2.1084 1.5606 -2.5497
H -1.9381 -0.1556 -2.8413
H -1.0545 1.0713 -3.8664
H 1.2677 -1.6263 -3.3829
H 1.8236 -0.0854 -3.8108
H 0.3460 -0.5991 -4.3115
H 2.3758 0.7799 -1.5628
H 1.2105 1.5634 -0.6862
O -1.8920 -2.6397 -0.3227
C -1.0828 -1.7387 -0.4039
O -0.3676 -1.4717 -1.5020
C -0.7795 -0.8745 0.8021
C -0.8320 0.5283 0.8737
C -0.3100 1.1947 2.0180
C 0.0813 0.5005 3.1606
C 0.0716 -0.8956 3.0875
C -0.3495 -1.5751 1.9253
N 0.5155 -1.6448 4.2313
O 0.8825 -1.0006 5.2404
O 0.5058 -2.8921 4.1785
N 0.0421 2.5868 1.8848
O 0.1422 3.0519 0.7084
O 0.2819 3.2579 2.9029
H -1.3090 1.1624 0.1236
H 0.4040 1.0084 4.0694
H -0.3691 -2.6611 1.9209

***

(6)
Density functional theory data (the ωB97M-V functional and the def2-TZVPD basis) for a cluster of 7 separate species, C30H61BFN2O15P in total.

Results
Highest occupied orbital energy   -8.2 eV
Net charge   0
Total energy   -78476.180 eV
SMILES   CCCNP(B(C)O)C(=O)NC(=O)F.CCOC(C)=O.CCOC(C)=O.CCOC(C)=O.CCOC(C)=O.CCOC(C)=O.CCOC(C)=O

Geometry (Å):
C 1.5985 -2.3167 1.5972
C 1.1773 -2.3798 0.1215
C 0.8209 -1.0114 -0.4443
N 0.6504 -1.0182 -1.8995
P 1.6272 -0.2376 -3.0433
B 1.2966 1.6886 -2.6134
C 1.0964 2.2405 -1.1730
O 1.2340 2.5068 -3.7237
C 3.4163 -0.3760 -2.4210
O 4.2631 -0.9865 -3.0018
N 3.7957 0.3233 -1.1661
C 4.3722 1.5502 -1.2950
O 4.9425 2.2147 -0.4991
F 4.1289 2.0293 -2.5495
H 0.9072 -2.8646 2.2338
H 1.6358 -1.2873 1.9620
H 2.5729 -2.7762 1.7590
H 1.9524 -2.8518 -0.4922
H 0.2964 -3.0220 0.0233
H -0.1253 -0.6855 0.0036
H 1.5671 -0.2745 -0.1624
H 0.4366 -1.9499 -2.2319
H 1.1442 3.3287 -1.1261
H 1.8687 1.8293 -0.5200
H 0.1296 1.9004 -0.7825
H 2.0683 2.7295 -4.1432
H 4.3679 -0.2889 -0.5903
C -1.7939 -7.0635 5.3867
C -1.2557 -5.6534 5.3973
O -0.0229 -5.6058 4.6537
C 0.0157 -5.5247 3.3090
C -1.2562 -5.6632 2.5078
O 1.0913 -5.4077 2.7790
H -2.0346 -7.3729 4.3736
H -2.6902 -7.1731 5.9989
H -1.0350 -7.7501 5.7601
H -1.9754 -4.9305 5.0102
H -0.9784 -5.3260 6.3973
H -1.3957 -6.7206 2.2742
H -1.1232 -5.1166 1.5776
H -2.1482 -5.3021 3.0115
C -5.1762 0.9490 -4.6587
C -4.8618 1.7731 -3.4301
O -3.9974 1.0613 -2.5228
C -2.6581 1.0683 -2.6480
C -2.0168 1.6534 -3.8887
O -1.9983 0.5588 -1.7785
H -4.2787 0.7430 -5.2429
H -5.8863 1.4849 -5.2873
H -5.6130 -0.0055 -4.3636
H -4.4406 2.7445 -3.6817
H -5.7637 1.9600 -2.8538
H -1.9048 0.8671 -4.6354
H -1.0306 2.0128 -3.6146
H -2.5695 2.4801 -4.3261
C 2.1478 -9.5180 0.1589
C 1.3849 -8.3182 0.6772
O 0.1951 -8.6949 1.3887
C 0.2046 -9.0134 2.6992
C 1.5163 -9.2397 3.4097
O -0.8547 -9.1322 3.2582
H 2.5206 -10.1407 0.9723
H 3.0002 -9.1876 -0.4353
H 1.5021 -10.1311 -0.4697
H 2.0053 -7.6681 1.2941
H 1.0156 -7.7136 -0.1492
H 1.7586 -10.3013 3.3462
H 1.3746 -8.9805 4.4551
H 2.3477 -8.6669 3.0110
C 3.7076 8.5198 0.9829
C 2.3718 7.9855 1.4538
O 1.6453 7.3350 0.4042
C 1.8359 6.0353 0.0883
C 3.0060 5.2802 0.6775
O 1.0881 5.5253 -0.7011
H 4.3729 7.7162 0.6673
H 4.1949 9.0693 1.7892
H 3.5645 9.1940 0.1387
H 2.4782 7.3231 2.3131
H 1.7202 8.8030 1.7583
H 3.8535 5.3821 -0.0021
H 2.7342 4.2291 0.7267
H 3.3117 5.6123 1.6654
C -10.9361 2.2426 -5.1268
C -10.2252 2.6163 -3.8442
O -8.7999 2.6471 -4.0020
C -8.1370 3.7328 -4.4546
C -8.9046 4.8930 -5.0396
O -6.9360 3.7100 -4.4245
H -10.7782 2.9875 -5.9068
H -12.0084 2.1587 -4.9477
H -10.5687 1.2842 -5.4926
H -10.5844 3.5623 -3.4383
H -10.3891 1.8575 -3.0811
H -9.0053 4.7247 -6.1123
H -8.3125 5.7910 -4.8884
H -9.8942 5.0391 -4.6174
C 7.0041 2.4248 2.2996
C 6.3058 3.7619 2.4106
O 5.2279 3.7547 3.3571
C 5.4137 3.9705 4.6770
C 6.8155 3.9726 5.2431
O 4.4462 4.1026 5.3752
H 7.5008 2.1319 3.2251
H 7.7554 2.4720 1.5106
H 6.2805 1.6535 2.0383
H 7.0046 4.5683 2.6385
H 5.8254 4.0052 1.4645
H 7.0558 2.9553 5.5537
H 6.8149 4.6081 6.1240
H 7.5822 4.3131 4.5536

***

(7)
Density functional theory data (the ωB97M-V functional and the def2-TZVPD basis) for the ion C4H11N3PS with charge +1.

Results
Highest occupied orbital energy   -13.4 eV
Net charge   +1
Total energy   -28911.585 eV
SMILES   CSP1C[N+](C)=NN1C

Geometry (Å):
C -0.7068 3.3717 1.0093
S -1.1730 1.6366 0.5303
P 0.7087 0.9740 -0.0980
C 0.2482 -0.2162 -1.6139
N 0.0098 -1.5698 -1.0324
C -0.4632 -2.7204 -1.7114
N 0.3957 -1.6289 0.1702
N 0.8301 -0.5850 0.7547
C 1.1323 -0.6294 2.1308
H -1.7670 3.9340 1.1269
H -0.2764 3.8109 0.1335
H -0.0931 3.4210 2.0051
H 1.0268 -0.0636 -2.4501
H -0.7565 -0.0365 -2.1808
H -1.3955 -2.3657 -2.3355
H -0.5310 -3.3674 -0.8744
H 0.3798 -2.9453 -2.4440
H 1.4564 0.2987 2.3402
H 0.2197 -0.6312 2.6133
H 1.9472 -1.4578 2.3773

***

(8)
Density functional theory data (the ωB97M-V functional and the def2-TZVPD basis) for an isolated molecule of C17H20N4O3.

Results
Highest occupied orbital energy   -8.2 eV
Net charge   0
Total energy   -30055.198 eV
SMILES   CCCOc1ccc2[nH]c3cnc(C(=O)NN)c(COC)c3c2c1

Geometry (Å):
C -2.5106 5.2452 0.2323
C -1.2915 4.3561 0.5124
C -1.0989 4.1770 2.0260
O 0.0225 3.3075 2.2924
C -0.2681 1.9474 2.3487
C -1.1273 1.4222 3.3356
C -1.3228 0.0373 3.3994
C -0.7991 -0.8103 2.4569
N -0.9049 -2.1856 2.3258
C -0.2279 -2.5867 1.1844
C -0.0170 -3.8408 0.6448
N 0.5925 -3.9676 -0.5156
C 1.1545 -2.9169 -1.1833
C 1.9339 -3.3382 -2.3999
O 2.7632 -2.6125 -2.9892
N 1.8273 -4.6884 -2.7813
N 2.6382 -5.3388 -3.7667
C 1.0761 -1.5844 -0.6141
C 1.7403 -0.3461 -1.1752
O 0.7467 0.5688 -1.7209
C 0.1505 0.1353 -2.9588
C 0.3141 -1.4613 0.5793
C -0.0375 -0.3058 1.4167
C 0.2235 1.0725 1.3485
H -2.8761 5.0753 -0.7840
H -3.3128 5.1160 0.9565
H -2.1859 6.3003 0.2921
H -0.4098 4.7776 0.0684
H -1.4710 3.4171 -0.0169
H -0.9417 5.1694 2.4485
H -2.0096 3.7513 2.5311
H -1.5743 2.0836 4.0655
H -1.9670 -0.3078 4.1801
H -1.5263 -2.7361 2.8846
H -0.4270 -4.7542 1.1160
H 1.2772 -5.2484 -2.1029
H 2.6865 -4.7784 -4.6114
H 3.5799 -5.4880 -3.4193
H 2.5350 -0.4927 -1.9312
H 2.3356 0.1349 -0.3341
H 0.3725 -0.8730 -3.2242
H -0.9394 0.2564 -2.8806
H 0.4997 0.8091 -3.7743
H 0.7768 1.5020 0.5380

***

(9)
Density functional theory data (the ωB97M-V functional and the def2-TZVPD basis) for a cluster of 2 separate species, C4H10N2O3 in total.

Results
Highest occupied orbital energy   -8.0 eV
Net charge   0
Total energy   -13429.107 eV

Geometry (Å):
C -0.2246 -1.2299 -0.6405
C -0.4893 0.9056 -0.9076
C -1.5190 -1.5138 0.0483
N 0.9643 -0.3546 1.0719
N 0.9307 -1.3427 0.0859
C 1.3183 0.9202 0.4069
O 0.9761 1.9449 1.2734
O -1.5078 1.3582 -0.0633
O 2.2948 0.9887 -0.3326
H 1.5655 2.6850 1.0716
H -1.0952 1.6867 0.7470
H 1.5242 -0.5615 1.8912
H 1.7701 -1.3049 -0.4942
H -0.1223 -1.6146 -1.6516
H 0.1259 1.7000 -1.3382
H -0.9809 0.5223 -1.8030
H -1.5430 -1.0671 1.0382
H -2.3522 -1.1222 -0.5305
H -1.6356 -2.6005 0.1271

***

> What is the formula in the first record?

C18H13N3O2S2